--- 1 ---
Here is a structure of composition C22H22N4O7S from OMol25. Energies are from wB97M-V/def2-TZVPD.

Properties
frontier orbital gap	7.39	eV
lowest unoccupied orbital energy	-1.33	eV

```
! RIJCOSX wB97M-V def2-TZVPD def2/J DEFGRID3
* xyz 0 1
C 3.2001 -2.8282 -0.8657
C -2.2025 0.1585 0.5415
H -1.0726 -2.6748 -1.9281
N 1.6304 0.0067 0.0256
H -6.8428 -0.6318 -0.7624
H 0.5369 4.5503 1.2665
C -6.7399 -1.4590 -0.1886
H -5.4086 0.4934 0.6662
C 3.5752 -3.7555 1.5167
H -1.0898 -3.5974 -0.5038
H -0.3659 -0.3028 2.1192
O -2.0190 2.9273 -0.7241
H 2.8800 5.5183 0.9169
H 2.8664 -0.0766 -1.3018
H 3.6642 -1.6166 2.0824
C -3.4174 0.7334 0.6817
C 0.5751 3.2242 -0.0703
H 3.6615 0.3346 0.2184
C 1.3543 2.8013 -1.4644
H 3.9126 -4.1106 2.5184
H -3.2320 1.8809 0.9330
C -0.7400 -2.6839 -1.0756
O -1.2395 3.5007 1.4457
C 1.1166 4.1730 0.4960
H 0.8114 -0.5001 0.0968
N 3.1390 -3.9755 -0.5890
N -1.0186 1.0302 0.7038
O -0.8228 -1.3294 -0.3123
O -0.2574 1.3822 -1.9434
C -4.3789 -1.2012 -0.1803
H 4.2308 4.3944 -0.8114
C 2.5859 3.1368 -1.2966
C 2.3306 4.7290 0.4995
H 3.7782 -5.6842 0.5502
H -3.1170 -2.7765 -0.7996
C -0.0513 0.8333 1.7282
C 3.4271 -4.5108 0.4302
O 2.3026 1.5712 1.9119
H 3.1293 2.6006 -2.1651
H 2.9547 -2.3597 -2.1528
H 0.4571 -3.1421 -1.1837
C -2.0403 -1.0005 -0.2595
C -4.4985 -0.0631 0.2136
C 3.1872 4.2021 -0.6336
O 1.6662 0.8243 -2.7837
C 2.9109 -0.3031 -0.2614
S -1.0535 2.5459 0.3239
H -0.1858 1.6150 2.4176
C 3.3443 -2.1964 1.2059
N 0.9467 1.5725 -2.0423
C 3.0784 -1.6747 0.0837
H -7.3111 -2.2588 -0.6041
H -6.9432 -1.1339 0.9886
C 1.3572 0.6907 1.2914
C -3.2310 -1.7060 -0.4846
O -5.3314 -1.8777 -0.4855
*
```

--- 2 ---
Here is an isolated molecule of C22H22N4O7S from OMol25. Energies are from wB97M-V/def2-TZVPD.

Properties
frontier orbital gap	7.65	eV
lowest unoccupied orbital energy	-0.80	eV

```
! RIJCOSX wB97M-V def2-TZVPD def2/J DEFGRID3
* xyz 0 1
N -0.1623 2.2532 -1.5815
C -0.2127 -0.8704 -0.2085
H 2.6595 -2.8107 0.1886
H -4.1929 0.5245 2.4618
N -3.4467 0.5447 0.5619
N 3.5153 1.6841 0.2960
H -1.9541 -3.1423 -2.7929
O 4.4013 2.4256 0.6455
O 0.4492 -0.0208 0.6396
C -2.0891 2.4042 -0.0873
H -0.0099 -1.7625 -3.4623
O -3.0259 -3.2120 -0.5036
C -0.3759 -1.7317 -2.4492
C -1.2681 3.0773 -1.1532
H -0.9653 0.3042 2.1264
H 4.0330 -1.0927 3.8718
C 0.2408 -0.8928 -1.5331
C -1.2879 -1.6614 0.1685
H -4.6421 -3.5527 0.6252
H -3.1490 -3.3461 1.5685
C -2.2365 2.9549 1.1792
H -1.6446 -1.6351 1.1833
C 3.7533 -0.9919 2.8346
H 3.2211 -3.0540 2.6056
H -0.8918 4.0377 -0.7856
H -1.7621 3.8955 1.4220
H -1.8830 3.2487 -2.0436
H 2.0347 1.4727 -3.0564
H -3.9455 -1.9202 0.8269
H -3.1432 2.6953 3.1139
C 1.1427 0.8441 -3.0148
C -3.5867 1.0863 1.7622
C 3.2986 -2.0920 2.1224
H 4.2070 1.1114 2.7430
H 0.5860 2.0508 -0.9339
H 0.7254 0.7329 2.4705
C -1.4552 -2.5052 -2.0817
C 3.0464 -0.7343 0.1569
H 0.2346 -0.9773 2.4677
O 2.8521 -2.0709 -2.0440
O 2.6091 1.9805 -0.4511
C 3.4832 0.3662 0.8782
S 2.8227 -0.6946 -1.6414
C 2.9683 -1.9648 0.7821
H 1.0400 0.3085 -3.9661
C 3.8527 0.2398 2.2129
H -2.6428 0.7154 -1.3065
C -3.0037 2.2903 2.1234
C -3.7175 -2.9835 0.7054
C 0.0765 -0.0020 1.9959
C -2.7243 1.1889 -0.3370
C -1.9351 -2.4578 -0.7732
O -0.9327 1.8812 -3.6732
O 3.8159 0.1896 -2.1686
C -0.0997 1.7115 -2.8084
N 1.3167 -0.0404 -1.8830
*
```

In order of decreasing stability: 2, 1.

--- 1 ---
Here is an isolated molecule of CH4Cl2OSi from OMol25. Energies are from wB97M-V/def2-TZVPD.

Properties
frontier orbital gap	9.98	eV
lowest unoccupied orbital energy	0.43	eV

```
! RIJCOSX wB97M-V def2-TZVPD def2/J DEFGRID3
* xyz 0 1
Si 1.4226 -0.0372 -0.6153
H -2.1969 -0.6726 1.1680
Cl 1.4496 1.8539 0.1895
H -1.8839 -0.0941 -0.4203
Cl 2.8386 -1.2316 0.0534
H 1.4760 0.2746 -2.1054
O -0.3088 -0.8655 0.2340
H -1.3797 0.8885 0.9341
C -1.4175 -0.1160 0.5619
*
```

--- 2 ---
Here is a cluster of 2 separate species, CH4Cl2OSi in total from OMol25. Energies are from wB97M-V/def2-TZVPD.

Properties
frontier orbital gap	11.07	eV
lowest unoccupied orbital energy	0.24	eV

```
! RIJCOSX wB97M-V def2-TZVPD def2/J DEFGRID3
* xyz 0 1
H -0.8087 -0.3749 -1.4722
H 2.8567 0.7413 1.7960
O 0.5189 -1.4966 1.9066
Cl 2.3514 -1.6299 -0.5666
Cl 2.9259 1.4117 0.7096
H -1.0802 0.5821 -0.0470
H 0.2506 0.9028 -1.0563
C -0.2294 0.0638 -0.6099
Si 0.7721 -1.0341 0.4923
*
```

In order of decreasing stability: 2, 1.

--- 1 ---
Here is an isolated molecule of CH3N3S2 from OMol25. Energies are from wB97M-V/def2-TZVPD.

Properties
frontier orbital gap	8.81	eV
lowest unoccupied orbital energy	0.44	eV

```
! RIJCOSX wB97M-V def2-TZVPD def2/J DEFGRID3
* xyz 0 1
N -1.3830 1.0084 0.5824
S -1.8716 -0.6068 0.1276
H 1.9144 0.7815 -0.3611
H -1.2404 1.0193 1.6558
H 1.3338 -1.8049 -0.9209
N 1.1339 0.2926 0.0446
S -0.0951 1.5937 -0.3514
C 0.7056 -0.9272 -0.4377
N -0.4975 -1.3565 -0.3392
*
```

--- 2 ---
Here is a cluster of 2 separate species, CH3N3S2 in total from OMol25. Energies are from wB97M-V/def2-TZVPD.

Properties
frontier orbital gap (spin up / spin down)	8.88 / 7.38	eV
lowest unoccupied orbital energy (spin up / spin down)	-0.83 / -0.18	eV

```
! RIJCOSX wB97M-V def2-TZVPD def2/J DEFGRID3
* xyz 0 1
N 0.6859 0.6985 0.4689
H -0.3570 -1.6157 1.0852
N -1.3156 -1.3212 0.7692
S 0.6776 0.7593 -2.1328
H -1.9509 -1.6007 1.6663
H 2.5002 0.2872 -0.5492
N -0.5477 0.9649 0.4066
S -1.0968 1.2571 -1.1686
C 1.4044 0.5706 -0.5455
*
```

In order of decreasing stability: 1, 2.

--- 1 ---
Here is an isolated molecule of C2H8NO2PS from OMol25. Energies are from wB97M-V/def2-TZVPD.

Properties
frontier orbital gap	10.01	eV
lowest unoccupied orbital energy	0.49	eV

```
! RIJCOSX wB97M-V def2-TZVPD def2/J DEFGRID3
* xyz 0 1
C 0.1806 0.2650 -0.4386
C 1.3027 -0.6720 -0.1488
N 0.5810 1.5235 0.0425
H -1.1697 -1.2610 2.0847
H -0.0609 0.4345 -1.4826
O -1.8435 -1.9645 -0.3516
S -2.8546 1.0040 -0.2384
P -1.4480 -0.4965 0.1413
O -1.2152 -0.4146 1.7173
H -3.0777 0.4474 -1.4017
H 2.2516 -0.1749 -0.3545
H 0.4656 1.5833 1.0790
H -0.0746 2.2366 -0.1896
H 1.3680 -1.6878 -0.8411
H 1.2739 -1.0242 0.8613
*
```

--- 2 ---
Here is an isolated molecule of C2H8NO2PS from OMol25. Energies are from wB97M-V/def2-TZVPD.

Properties
frontier orbital gap	9.47	eV
lowest unoccupied orbital energy	0.72	eV

```
! RIJCOSX wB97M-V def2-TZVPD def2/J DEFGRID3
* xyz 0 1
O -2.0393 -1.3310 2.1559
H 1.6539 2.3814 -2.5887
C 1.7087 2.0613 -1.5746
P -0.5951 1.3099 -0.0379
S -1.6522 -1.6034 0.8216
O -0.6973 -0.2970 0.2637
H -0.6223 1.8031 1.1864
C -0.2822 -2.8823 0.9884
H 0.4073 -2.1702 1.4582
H -0.9193 -3.6092 1.6002
N 0.4432 1.7143 -1.0547
H 2.2653 2.8776 -1.0272
H -0.0523 -3.1183 -0.0766
H 2.2279 1.1625 -1.5899
H -1.8463 1.7012 -0.5248
*
```

In order of decreasing stability: 1, 2.

--- 1 ---
Here is an isolated molecule of C2H7NO2S2 from OMol25. Energies are from wB97M-V/def2-TZVPD.

Properties
frontier orbital gap	9.58	eV
lowest unoccupied orbital energy	0.60	eV

```
! RIJCOSX wB97M-V def2-TZVPD def2/J DEFGRID3
* xyz 0 1
H -0.4962 -1.2470 2.3093
H -2.4395 -0.4217 -0.2671
O 0.7174 -0.5225 -1.9631
H -1.3842 1.0371 -0.7313
H 1.9999 0.9803 1.5429
H 0.7736 2.0625 0.6510
H -1.9246 -0.1115 -1.9910
N 0.4564 0.0397 0.5459
C 1.4015 1.0834 0.5675
H 2.2027 1.2320 -0.2528
S 0.7658 -1.0181 1.9116
S -0.1202 -0.8334 -0.8480
C -1.6848 -0.0598 -0.9421
O -0.2678 -2.2209 -0.5327
*
```

--- 2 ---
Here is a structure of composition C2H7NO2S2 from OMol25. Energies are from wB97M-V/def2-TZVPD.

Properties
frontier orbital gap	8.99	eV
lowest unoccupied orbital energy	0.63	eV

```
! RIJCOSX wB97M-V def2-TZVPD def2/J DEFGRID3
* xyz 0 1
H 1.2780 -2.1165 0.6277
H 0.7217 -0.8588 -1.2785
C 0.4217 -0.5500 -0.1939
N 0.9286 -1.2397 0.9050
S -2.4450 0.5443 0.5666
O 0.1943 2.1364 -0.8616
O 2.0854 1.4248 0.5810
C -1.5203 -0.7195 -0.2869
H -1.8588 -0.8408 -1.2726
H -1.9286 -1.6766 0.2460
H 2.4368 1.8903 -0.2543
H 1.6260 -0.6665 1.4132
H -2.3926 1.4242 -0.4649
S 0.4527 1.2484 0.2731
*
```

In order of decreasing stability: 1, 2.

--- 1 ---
Here is an isolated molecule of C8H18O from OMol25. Energies are from wB97M-V/def2-TZVPD.

Properties
frontier orbital gap	9.14	eV
lowest unoccupied orbital energy	0.74	eV

```
! RIJCOSX wB97M-V def2-TZVPD def2/J DEFGRID3
* xyz 0 1
C 1.2939 0.2140 1.5385
H -3.2130 0.3985 0.6276
H -1.8684 1.8995 -0.3310
H 2.3646 0.0220 1.6033
C 1.0666 -1.7503 0.0248
C -0.5284 0.2243 -0.2606
C -1.0381 -0.2808 -1.5995
C -1.5877 -0.5755 1.0468
H -0.5879 2.0956 0.8702
H -0.8410 0.4366 -2.3937
H 0.7484 -2.3141 0.8994
H -2.1180 -0.4245 -1.5481
H 1.1316 1.2764 1.6930
H 0.5982 -2.2172 -0.8363
C -0.8137 1.7123 -0.1216
H -0.6180 -1.2283 -1.9207
H 1.9516 1.6638 -0.7593
C 0.7864 -0.2633 0.1868
H -1.3614 -1.6288 1.1975
H -1.4124 -0.0159 1.9710
H 2.1386 -1.9123 -0.0860
H -0.2394 2.2844 -0.8474
C 1.8734 0.6155 -1.0328
O -2.9446 -0.5242 0.6921
H 0.8210 -0.3343 2.3532
H 2.8421 0.1385 -0.9039
H 1.5554 0.4881 -2.0632
*
```

--- 2 ---
Here is an isolated molecule of C8H18O from OMol25. Energies are from wB97M-V/def2-TZVPD.

Properties
frontier orbital gap	11.23	eV
lowest unoccupied orbital energy	1.02	eV

```
! RIJCOSX wB97M-V def2-TZVPD def2/J DEFGRID3
* xyz 0 1
H -2.6196 0.9001 1.2415
H -2.7179 2.0955 -0.0434
C -2.4484 1.0599 0.1748
H 1.7766 0.4306 1.6715
C -3.3562 0.1215 -0.6354
H -0.7910 1.0178 -1.1965
H -4.2121 0.6826 -1.0138
H -2.8096 -0.2540 -1.5035
H 3.6251 -1.0593 0.9475
H -0.5000 -0.5407 1.4093
H -4.4956 -0.6996 1.0056
H -3.0721 -1.6501 0.5874
O 3.9604 -0.0754 -0.8378
H -0.9731 -1.2513 -0.1363
H 1.1645 -0.5733 -1.1445
H 1.3679 -1.6626 0.2355
C -0.3929 -0.4493 0.3256
C 1.0731 -0.6483 -0.0565
H 4.1223 0.6471 1.0160
H 3.4214 -0.6872 -1.3495
H -4.5003 -1.7007 -0.4454
H 1.9009 1.3359 0.1558
C 3.4873 -0.0685 0.4883
C 2.0192 0.3504 0.6097
C -3.8849 -1.0560 0.1785
C -0.9563 0.8973 -0.1222
H -0.4169 1.6982 0.3875
*
```

In order of decreasing stability: 2, 1.

--- 1 ---
Here is a cluster of 7 separate species, H12NO9 in total from OMol25. Energies are from wB97M-V/def2-TZVPD.

Properties
frontier orbital gap	9.59	eV
lowest unoccupied orbital energy	2.83	eV

```
! RIJCOSX wB97M-V def2-TZVPD def2/J DEFGRID3
* xyz -1 1
H 1.3885 0.5686 0.9079
O 1.6055 1.4926 0.5889
H -0.6385 2.0346 -0.5201
O -2.7815 0.0806 -0.1381
O -0.6115 1.3436 -1.1641
O -1.0755 -1.6484 -2.2511
H -0.7595 0.6016 2.5609
H -1.9095 1.5496 2.6359
H -2.2545 -0.5074 0.4719
O 1.2125 -1.3714 0.0749
H 2.3845 1.4916 -0.0201
N 0.2665 -1.5344 0.8999
H 3.7095 0.0256 -1.3601
O 0.2505 -0.6424 1.7869
O -1.1645 1.2496 3.1579
H -1.5045 -0.7984 -2.3951
H -2.0885 0.7806 -0.3861
O 3.2705 -0.6574 -1.8251
O -0.8625 -1.9564 0.4289
H -0.1085 0.5756 -0.9211
H -0.9715 -1.6354 -1.3301
H 2.6435 -1.0434 -1.2021
*
```

--- 2 ---
Here is a cluster of 7 separate species, H12NO9 in total from OMol25. Energies are from wB97M-V/def2-TZVPD.

Properties
frontier orbital gap	7.35	eV
lowest unoccupied orbital energy	2.91	eV

```
! RIJCOSX wB97M-V def2-TZVPD def2/J DEFGRID3
* xyz -1 1
O 1.4146 -6.9777 -0.4804
H -2.6967 5.0454 -1.6007
O -1.4155 -0.0949 -0.7114
O -2.7325 4.4236 -2.3276
O -3.9098 -3.5951 -3.9468
H -1.9508 1.7011 4.2023
O 0.2221 -1.3453 -0.3207
H -3.4779 -3.4831 -4.7937
H 1.0553 -7.2087 -1.3371
O 3.6378 4.9879 1.4039
O 4.6238 -0.5450 2.3896
H -2.4234 1.4573 2.7849
H -3.6078 -2.8528 -3.4233
H 3.1831 4.2574 0.9845
H 1.2083 -6.0489 -0.3762
H 4.4916 -0.2419 3.2878
H 4.0308 5.4739 0.6790
O -2.7435 1.6273 3.6708
N -0.2877 -0.2440 -0.2950
O 0.3641 0.6777 0.1027
H -2.7296 3.5634 -1.9079
H 3.7435 -0.5778 2.0153
*
```

In order of decreasing stability: 1, 2.

--- 1 ---
Here is a cluster of 2 separate species, C9H13N3 in total from OMol25. Energies are from wB97M-V/def2-TZVPD.

Properties
frontier orbital gap	8.10	eV
lowest unoccupied orbital energy	-0.27	eV

```
! RIJCOSX wB97M-V def2-TZVPD def2/J DEFGRID3
* xyz 0 1
C 1.5133 0.6842 -0.1780
H 2.8887 -2.4168 -1.6407
N 1.7814 1.9659 0.1924
H 1.4753 3.4627 1.6254
H 2.5574 2.4447 -0.1878
H 1.2901 -3.2180 -1.5423
C 1.2147 2.4018 1.4689
C 1.9023 -2.3845 -1.1533
H -5.2665 -1.7046 -1.0569
C -1.8753 1.2458 -0.1864
H 0.1182 2.2840 1.4725
C -1.7692 -0.3770 1.5705
H 1.6415 1.8326 2.2988
H -2.0415 -1.3138 2.0477
C -3.4996 -0.6171 -0.1510
C -4.4398 -1.2149 -0.6124
H 0.2404 -1.0492 -0.9073
C -2.4233 0.0985 0.5201
H -0.9658 0.2320 1.9765
H 1.0391 0.1239 0.6511
N -1.4662 2.0910 -0.8852
H 0.9036 -1.0790 -2.5419
C 1.1779 -1.0905 -1.4817
N 1.9515 0.1402 -1.2358
H 2.0517 -2.5417 -0.0632
*
```

--- 2 ---
Here is an isolated molecule of C9H13N3 from OMol25. Energies are from wB97M-V/def2-TZVPD.

Properties
frontier orbital gap	9.05	eV
lowest unoccupied orbital energy	0.79	eV

```
! RIJCOSX wB97M-V def2-TZVPD def2/J DEFGRID3
* xyz 0 1
C -0.7833 0.8158 -0.9158
C 1.3559 -0.7225 0.4815
H -1.9382 -0.2767 0.6488
C 0.4998 -0.3159 1.6861
H -0.3071 2.6731 0.0277
H -1.1516 -1.7164 -1.7582
H -2.7084 -0.2429 -0.8278
C 0.4028 -0.0003 -1.5900
H -1.2916 1.4809 -1.6004
N 2.0852 0.4893 -0.0708
H -1.1640 -2.4298 -0.0719
C 0.0105 1.5627 0.1412
C -1.7415 -0.2483 -0.3792
N 1.6019 0.8742 -1.4391
H 1.1689 -0.4046 2.5929
H 0.6258 1.9223 1.9931
H 2.0537 -1.3623 0.8646
C 0.5417 -1.1948 -0.7108
H -0.2895 -0.9878 1.8408
H 0.3253 -0.3251 -2.5559
N 1.4285 1.6565 -0.3218
C -0.9503 -1.5483 -0.6660
C -0.0076 1.0565 1.5960
H 1.1068 -2.0028 -1.1381
H -0.8738 1.2471 2.1732
*
```

In order of decreasing stability: 1, 2.